1.
68
Properties=species:S:1:pos:R:3:forces:R:3 method="wB97M-V/def2-TZVPD" spin_multiplicity=1 molar_mass_g_mol=454.614 fmax_ev_per_a=1.5 relative_energy_kj_mol=197.1
C -5.216280 0.120262 0.807280 -0.34 -0.32 0.23
C -4.254555 0.596809 -0.264240 -0.10 0.60 0.26
C -3.475059 -0.535935 -0.912234 0.17 -0.18 -0.04
C -5.026812 1.388119 -1.307813 -0.03 0.19 -0.17
O -3.287310 1.543216 0.309997 -0.58 -0.73 -0.45
C -2.445686 1.011382 1.258208 0.94 -0.36 0.75
C -1.037492 1.046373 0.819181 -0.95 -0.31 -1.11
N -0.252820 1.594689 1.685158 0.92 0.17 1.14
C 0.966115 2.076567 1.666340 -0.50 -0.35 -0.23
C 1.565840 2.280212 2.980707 0.21 0.17 0.24
C 2.907010 2.657734 3.198613 -0.36 -0.10 0.14
C 3.411865 2.721304 4.498639 -0.22 0.03 0.07
C 2.588377 2.462218 5.599040 0.11 -0.12 -0.18
C 1.247582 2.123593 5.392474 0.05 0.16 -0.55
C 0.745690 2.028912 4.096518 0.16 0.00 0.71
C 1.627004 2.281484 0.366807 0.41 -0.24 -0.20
C 2.829941 1.630849 0.038062 -0.33 0.19 -0.17
C 3.279283 1.653957 -1.282217 0.25 0.14 0.09
C 2.613332 2.420910 -2.243011 -0.11 -0.10 -0.07
C 1.459821 3.133582 -1.899645 0.04 -0.03 0.14
C 0.957494 3.046273 -0.605849 0.28 -0.01 -0.02
O -2.799095 0.652130 2.366755 -0.21 0.39 -0.79
H -5.992613 0.875551 0.972844 0.18 -0.13 0.10
H -5.706023 -0.796992 0.472974 -0.10 0.00 -0.01
H -4.705231 -0.075758 1.752154 -0.12 -0.01 -0.25
H -2.770416 -0.111897 -1.641613 -0.09 -0.16 0.14
H -2.923566 -1.107976 -0.154128 -0.02 0.10 -0.16
H -4.148742 -1.225607 -1.431771 0.05 0.11 0.07
H -4.357989 1.978186 -1.942028 -0.01 -0.16 0.05
H -5.606951 0.705377 -1.939572 0.07 0.10 0.10
H -5.728331 2.072649 -0.819680 0.18 -0.05 -0.11
H -0.809891 0.781190 -0.231266 -0.20 0.96 0.21
H 3.537105 2.900860 2.345328 -0.03 -0.06 0.20
H 4.456802 2.982758 4.661070 -0.21 -0.02 -0.05
H 2.992253 2.499365 6.607737 -0.03 0.06 -0.16
H 0.579513 1.943428 6.232018 0.18 0.00 -0.09
H -0.294243 1.753167 3.917930 0.36 0.07 0.10
H 3.377803 1.107964 0.832662 -0.27 0.03 -0.49
H 4.175273 1.089130 -1.555694 -0.23 0.27 0.05
H 2.999380 2.476014 -3.260440 -0.06 -0.04 0.21
H 0.945974 3.763276 -2.629956 0.23 -0.22 0.14
H 0.057109 3.596643 -0.316865 0.26 -0.31 -0.12
C -0.684728 -2.324851 -3.975617 -0.39 -0.07 0.21
C -0.353674 -0.834772 -4.138121 0.34 0.20 -0.27
C 0.197562 -0.337246 -2.796416 -0.38 0.72 -0.13
N 0.274485 -1.525314 -1.946335 0.28 -0.05 1.26
C 0.672199 -1.474864 -0.677563 0.09 0.20 -0.56
C 1.424196 -2.528785 -0.076907 0.63 -0.74 0.52
C 2.196203 -3.416949 -0.882756 -0.60 -0.14 0.22
C 2.535355 -4.667968 -0.388699 0.24 0.29 0.33
C 2.376494 -4.934934 0.983735 -0.25 0.37 -0.12
C 1.892732 -3.932971 1.846757 0.40 -0.15 -0.07
C 1.430275 -2.724938 1.332697 -0.37 -0.10 -0.62
C -0.027811 -2.768252 -2.664403 0.80 -0.63 -0.74
H -1.762457 -2.495921 -3.923889 0.09 0.09 -0.05
H -0.289824 -2.913829 -4.806229 -0.16 0.07 0.09
H 0.434759 -0.722030 -4.888498 -0.23 0.07 0.00
H -1.207588 -0.231483 -4.456417 0.10 -0.21 0.01
H 1.202418 0.101340 -2.919936 -0.29 -0.24 0.23
H -0.425146 0.452527 -2.348363 0.16 -0.37 0.02
H 0.367282 -0.625277 -0.073749 0.36 0.41 -0.12
H 2.492753 -3.114087 -1.892398 -0.34 -0.28 0.41
H 2.928106 -5.426154 -1.069991 0.16 0.29 0.35
H 2.670426 -5.910714 1.371866 -0.13 0.30 -0.03
H 1.890765 -4.099524 2.927973 -0.06 0.04 -0.44
H 1.030010 -1.933337 1.975565 -0.04 -0.41 -0.18
H -0.651913 -3.446498 -2.062885 0.21 0.44 -0.01
H 0.905661 -3.305135 -2.889892 -0.59 0.14 -0.05

=====

2.
21
Properties=species:S:1:pos:R:3:forces:R:3 method="wB97M-V/def2-TZVPD" total_charge=+2 spin_multiplicity=2 molar_mass_g_mol=399.168 fmax_ev_per_a=5.3 s_squared=0.771 relative_energy_kj_mol=175.5
O -0.685741 5.013969 -1.258436 0.01 -2.32 -0.65
C -0.664541 3.906669 -1.529227 0.01 2.24 0.71
Yb 0.498428 -0.265733 0.969716 0.22 0.26 1.10
C 1.056334 -1.453124 -1.029426 0.46 -1.39 1.06
O 0.646274 -2.235615 -0.092852 0.34 1.04 -1.18
C 0.244208 -0.286215 -1.575863 -0.03 1.46 -3.39
O -0.282472 -0.243314 -2.669910 1.29 0.02 3.22
C 2.465656 -1.256163 -1.229308 2.92 -1.17 -3.74
O 3.444190 -1.370181 -1.868973 -3.04 0.64 2.73
C -1.747408 -0.234161 -0.175770 -4.71 -0.23 -2.35
O -2.702960 -0.276172 -0.813762 3.48 0.17 2.59
H 0.388379 0.695877 -0.871244 -0.49 -0.65 -2.00
N 1.085552 0.816694 5.301257 -0.03 -0.63 -0.19
N 0.366882 -0.114544 4.570992 -2.52 1.91 -1.05
N -0.851763 -0.539113 5.037430 1.96 -0.33 -1.78
C -1.447465 -0.904912 3.893702 0.04 0.12 0.37
N -0.734504 -0.616257 2.793902 0.45 0.39 1.94
N 0.405010 -0.023564 3.240138 -0.59 -1.39 2.03
H 2.015195 0.917015 4.909803 0.12 -0.10 0.20
H 1.071700 0.553932 6.277641 0.11 -0.08 0.24
H -2.417857 -1.374887 3.847190 0.00 0.03 0.14

=====

3.
74
Properties=species:S:1:pos:R:3:forces:R:3 method="wB97M-V/def2-TZVPD" spin_multiplicity=1 molar_mass_g_mol=412.658 fmax_ev_per_a=0.8 relative_energy_kj_mol=0.0
C -6.473193 -1.447541 -0.446237 -0.10 0.01 -0.01
C -5.809349 -0.316472 -0.234553 -0.26 0.05 -0.25
C -4.495630 -0.286459 0.424897 0.45 -0.27 0.01
C -3.544624 -1.163419 0.057918 -0.53 0.16 -0.17
C -2.220367 -1.284335 0.607380 0.50 -0.08 0.24
C -1.264647 -2.133994 0.206563 -0.13 -0.10 0.25
C -1.388772 -3.141744 -0.903067 -0.15 0.16 -0.21
C -0.291819 -2.956033 -1.960114 0.07 -0.18 0.04
C 1.104594 -2.936792 -1.338380 -0.06 0.20 -0.02
C 1.186265 -1.881981 -0.235584 0.15 -0.39 0.03
C 0.996407 -0.480635 -0.818972 -0.05 -0.17 0.14
C 2.452556 -1.967973 0.640393 -0.05 0.12 -0.16
C 3.758524 -1.451001 -0.006302 0.04 -0.21 0.12
C 4.934290 -2.341561 0.413868 -0.09 0.08 -0.25
C 4.121588 -0.033315 0.327538 -0.10 -0.20 -0.29
C 4.136197 0.974330 -0.529332 0.15 0.23 0.30
C 4.587360 2.365355 -0.196535 0.05 0.22 -0.12
C 5.633685 2.819873 -1.216827 -0.06 -0.06 0.24
C 3.410039 3.363302 -0.104143 -0.08 -0.14 0.14
C 2.571911 3.078363 1.140508 0.15 0.17 -0.17
C 2.516381 3.359466 -1.342266 0.22 0.12 0.16
C 2.030422 -1.295470 1.966167 0.07 -0.05 0.05
C 0.488577 -1.302639 1.993001 -0.10 -0.17 0.01
C 0.100501 -2.197851 0.819049 -0.01 0.37 0.06
C -4.336119 0.771817 1.480675 0.11 0.15 -0.18
C -4.799363 2.140562 0.965792 -0.33 -0.03 0.75
O -3.997890 2.605525 -0.098976 0.15 0.04 -0.30
C -6.238587 2.049342 0.468287 0.38 0.01 -0.38
C -6.349737 1.029684 -0.674834 0.20 0.16 0.20
O -7.659829 0.970678 -1.181685 -0.32 -0.02 -0.08
H -6.088624 -2.396713 -0.114984 0.13 -0.14 0.15
H -7.417366 -1.461295 -0.963821 -0.14 0.07 -0.14
H -3.800787 -1.843766 -0.741717 -0.09 -0.02 -0.10
H -1.986377 -0.632675 1.437096 0.12 0.04 0.10
H -2.361502 -3.087532 -1.388841 -0.02 -0.09 0.03
H -1.289141 -4.142258 -0.468791 -0.03 -0.03 0.01
H -0.467600 -2.022931 -2.496901 -0.02 0.01 -0.08
H -0.356023 -3.769940 -2.685959 -0.03 0.07 -0.05
H 1.846562 -2.739771 -2.115659 0.09 -0.03 -0.02
H 1.323341 -3.921026 -0.914663 0.05 -0.06 0.05
H 1.337998 0.276782 -0.121649 0.02 0.19 0.06
H -0.051816 -0.293468 -1.040303 -0.06 0.08 -0.08
H 1.566973 -0.372799 -1.738319 0.10 0.08 -0.11
H 2.608172 -3.033720 0.843775 -0.06 -0.02 -0.03
H 3.645316 -1.531660 -1.091996 0.02 0.03 -0.03
H 5.859372 -1.978403 -0.029402 0.12 -0.01 0.01
H 4.777143 -3.367276 0.087085 -0.01 -0.13 0.02
H 5.046412 -2.335210 1.496065 0.04 -0.02 0.16
H 4.464593 0.128347 1.342224 0.04 0.13 0.18
H 3.828184 0.817910 -1.554370 -0.11 -0.13 -0.20
H 5.065498 2.347304 0.790076 -0.04 -0.03 -0.02
H 5.978298 3.826391 -0.989210 0.05 0.12 -0.02
H 5.226213 2.813578 -2.224645 -0.02 0.01 -0.15
H 6.490012 2.149051 -1.194366 0.09 -0.03 -0.06
H 3.845021 4.364621 0.000731 0.02 -0.04 -0.01
H 3.178803 3.148493 2.040785 0.03 -0.02 0.14
H 2.149594 2.077246 1.089748 -0.08 -0.15 0.03
H 1.755193 3.792497 1.221225 -0.12 0.05 0.05
H 1.768825 4.146083 -1.260509 -0.09 0.05 -0.04
H 1.998158 2.409131 -1.440563 -0.10 -0.14 -0.05
H 3.093696 3.538889 -2.245153 0.00 0.01 -0.18
H 2.443237 -1.837345 2.816995 0.05 0.07 0.06
H 2.398619 -0.272994 2.019487 0.03 0.04 0.06
H 0.108125 -0.291994 1.848055 -0.07 0.06 0.02
H 0.095195 -1.678798 2.937011 -0.07 0.07 0.03
H 0.260784 -3.238178 1.133423 0.06 -0.05 -0.06
H -4.947836 0.507544 2.349015 0.03 0.05 0.06
H -3.300211 0.844151 1.815095 -0.02 0.01 0.08
H -4.752010 2.864972 1.799620 -0.04 -0.20 -0.15
H -3.071137 2.467834 0.124072 -0.04 0.01 -0.02
H -6.561636 3.023835 0.100565 -0.06 0.00 0.02
H -6.889180 1.751994 1.295030 -0.01 0.00 0.03
H -5.735607 1.387484 -1.509993 -0.04 -0.06 0.14
H -8.241851 0.656550 -0.479593 0.01 0.00 -0.02